Entry 1:
Entry from OMol25: a structure of composition C36H39ClP2Pb in a non-equilibrium geometry (ωB97M-V with the def2-TZVPD basis set).

HOMO-LUMO gap (spin up / spin down) = 6.307 / 5.003 eV
energy above the lowest of the compared OMol25 structures with the same formula, charge and spin = 23.3 kcal/mol
total charge = +2

Each line ends with the Mulliken charge.
Geometry (Å):
Pb -1.895242 0.540500 -0.929641  0.870
C 0.388352 1.682778 -3.718394  -0.312
C 1.231867 1.023389 -2.882036  0.370
C 2.372549 1.693183 -2.191675  -0.900
C 1.999192 2.832037 -1.219330  -1.889
C 0.730318 2.634309 -0.457287  0.310
C -0.492954 2.880635 -0.995228  0.162
C -0.500922 3.734697 -2.241081  -1.580
C 0.200366 3.171785 -3.512954  -1.125
C -1.224574 -1.484103 2.964050  -1.671
H 0.068489 1.214225 -4.681163  0.438
H 1.263179 -0.065413 -2.812876  0.603
H 3.043994 2.101559 -2.972929  0.638
H 2.968360 0.967072 -1.626234  0.021
H 2.848497 3.005547 -0.532362  0.605
H 1.970149 3.750762 -1.808435  0.349
H 0.898716 2.464739 0.605908  0.920
H -1.421281 2.844249 -0.394045  0.135
H -0.007147 4.707328 -2.022295  0.303
H -1.549503 3.970166 -2.454305  0.356
H -0.343378 3.564024 -4.376756  0.497
H 1.154665 3.716152 -3.608781  0.514
H -2.068371 -1.463860 2.265297  0.370
H -1.588100 -1.652393 3.986596  0.434
H -0.460592 -2.204495 2.688828  0.544
P 0.310720 -2.096541 -0.764552  0.940
P -0.560568 0.132014 2.859587  2.227
C 0.792466 -0.633906 0.180313  -0.997
C 0.428018 0.077069 1.338902  -0.104
C 1.813773 -3.106602 -0.993613  0.183
C 2.997972 -2.564381 -1.532899  0.035
C 4.072373 -3.405473 -1.844784  -0.644
C 4.014702 -4.776698 -1.601187  -0.586
C 2.850986 -5.315846 -1.045037  -0.563
C 1.786489 -4.493425 -0.675665  -0.374
C -0.250918 -1.702806 -2.474128  0.033
C -1.250904 -0.636010 -2.773871  0.679
C -2.379617 -1.013954 -3.587433  -0.386
C -2.121430 -1.893299 -4.632372  -0.848
C -0.935082 -2.627872 -4.623067  -0.625
C -0.048080 -2.594263 -3.539323  -0.715
C 0.239475 0.564279 4.408202  0.238
C 1.300934 -0.312058 4.754659  -0.566
C 1.923318 -0.246736 6.000580  -0.714
C 1.545191 0.741111 6.919095  -0.420
C 0.510897 1.624297 6.594024  -0.763
C -0.134583 1.550488 5.349329  -0.154
C -1.959315 1.240452 2.554760  0.089
C -3.319077 0.880158 2.662251  -0.396
C -4.318119 1.749600 2.205199  -0.730
C -3.998981 3.021130 1.728980  -0.707
C -2.657129 3.384056 1.620937  -0.447
C -1.649673 2.495369 2.012366  -0.481
H 1.734472 -0.309939 -0.301061  0.095
H 1.096609 0.962974 1.492443  0.657
H 3.086932 -1.486655 -1.709415  0.155
H 4.967790 -2.969971 -2.278878  0.429
H 4.852803 -5.423436 -1.857289  0.405
H 2.773720 -6.389532 -0.887650  0.431
H 0.920915 -4.915429 -0.143928  0.382
H -0.931152 0.430383 -2.988787  -1.169
H -3.363665 -0.572037 -3.423807  0.493
H -2.852456 -2.019261 -5.435789  0.453
H -0.746743 -3.329485 -5.421412  0.483
H 0.778639 -3.305249 -3.476173  0.452
H 1.628618 -1.081611 4.043224  0.318
H 2.707774 -0.967142 6.252928  0.395
H 2.071024 0.830300 7.874074  0.405
H 0.208594 2.387331 7.314649  0.398
H -0.941902 2.248319 5.107596  0.398
H -3.588003 -0.091066 3.087788  0.476
H -5.360213 1.418583 2.201442  0.456
H -4.770858 3.728899 1.420274  0.445
H -2.373713 4.330791 1.148108  0.441
H -0.600692 2.743571 1.818368  0.773
Cl -1.961080 -3.718010 0.685240  -0.135
C -2.404005 -2.640199 -0.571536  -0.725
H -2.021918 -3.024315 -1.535916  0.478
H -3.501960 -2.506840 -0.588618  0.447

Cartesian forces, eV/Å:
-1.282 -0.978 1.127
1.149 0.071 0.527
0.113 0.043 -1.150
0.205 0.246 0.767
0.899 0.757 0.070
-0.396 0.368 0.176
1.340 1.157 0.729
-0.703 -0.367 -0.554
0.169 0.860 -1.455
-0.671 -0.223 0.770
-0.564 0.146 1.276
0.126 0.257 -0.718
-0.266 -0.157 0.390
-0.126 -0.072 -0.217
-0.440 -0.276 -0.143
-0.274 0.044 0.198
-0.439 -0.316 -0.450
1.015 0.545 -0.283
-0.367 -0.607 0.086
0.159 -0.014 -0.222
-0.145 -0.071 0.097
-0.050 -0.496 0.023
0.264 -0.525 -0.008
0.027 -0.208 -0.310
-0.170 -0.211 -0.022
-0.792 -1.346 -0.678
-1.430 -0.067 -0.369
0.321 1.606 1.470
2.415 0.503 -0.846
0.945 0.027 0.229
-0.092 -0.551 -0.052
0.041 0.402 0.176
-0.605 0.150 -0.097
0.108 0.077 0.208
-0.400 0.678 -0.244
-0.015 1.474 -1.077
-0.302 -1.854 0.837
1.163 -0.043 -1.093
-1.017 0.005 0.598
0.523 -0.017 0.260
-0.080 -0.358 0.568
1.529 -0.285 0.442
-0.145 -0.129 0.011
-0.025 0.121 -0.124
-0.134 -0.043 -0.354
-0.002 -0.055 -0.337
-0.257 -0.106 -0.416
-0.318 0.637 -0.406
0.255 -0.155 -0.044
-0.036 -0.266 0.230
0.367 -0.044 -0.071
0.314 -0.019 -0.072
-0.027 0.076 -0.102
-0.461 0.704 0.644
-0.162 -1.093 -0.246
-0.047 -0.398 -0.130
-0.081 -0.080 0.085
-0.222 0.188 0.035
0.061 0.230 0.121
0.325 0.186 -0.493
-0.005 -0.679 0.264
0.296 0.472 -0.627
0.169 -0.229 0.437
0.118 0.047 -0.149
-0.333 0.036 -0.088
-0.119 0.267 0.293
-0.279 0.356 -0.143
-0.306 -0.080 -0.326
0.057 -0.233 -0.321
0.269 -0.218 0.149
-0.048 0.354 -0.239
0.376 0.140 0.229
0.168 -0.358 0.053
-0.165 -0.268 0.393
-0.482 0.164 0.292
-0.290 -0.541 0.543
-0.994 -0.146 -0.866
-0.249 0.555 0.576
0.526 0.226 0.158

***

Entry 2:
Entry from OMol25: a cluster of 6 separate species, C36H39F5O3S in total (ωB97M-V with the def2-TZVPD basis set).

HOMO-LUMO gap = 9.791 eV
total charge = 0

Each line ends with the Mulliken charge.
Geometry (Å):
C -2.315293 2.224719 3.418770  -1.293
C -1.987214 2.386051 1.953993  -0.293
O -1.603072 1.089970 1.440702  -0.337
S -0.584047 1.109400 0.173668  0.700
O -1.094955 2.084869 -0.765576  -0.627
O -1.045620 -0.309831 -0.399614  -0.348
C -0.203497 -1.450601 -0.020089  0.558
C -0.936264 -2.677406 -0.507827  -1.491
C 1.198090 -1.358906 -0.616790  -0.077
C 2.224476 -2.061610 0.262985  -1.403
H -2.944078 3.050395 3.754622  0.355
H -1.414560 2.205503 4.029658  0.356
H -2.858094 1.292629 3.580513  0.349
H -2.839821 2.745339 1.377989  0.294
H -1.168837 3.094654 1.801331  0.457
H -0.141191 -1.477881 1.072882  0.147
H -1.263435 -2.513652 -1.535448  0.334
H -1.808287 -2.904262 0.100174  0.406
H -0.259376 -3.531807 -0.501363  0.386
H 1.193639 -1.817812 -1.608891  0.078
H 1.493450 -0.317144 -0.748055  0.341
H 2.384240 -1.508032 1.190779  0.413
H 3.183160 -2.148544 -0.248164  0.376
H 1.901537 -3.070945 0.528478  0.313
F -4.281814 -3.287828 0.013695  -0.275
C -4.897878 -2.245433 0.619033  0.529
C -4.192971 -1.074589 0.817044  -0.099
C -4.851172 -0.022563 1.438620  -0.125
C -6.172091 -0.149503 1.845419  -0.859
C -6.848369 -1.341992 1.631012  -0.273
C -6.211650 -2.406994 1.010356  -0.667
H -3.163028 -0.982295 0.500156  0.218
H -4.316712 0.903498 1.600088  0.365
H -6.673896 0.678849 2.327509  0.393
H -7.878027 -1.447963 1.946740  0.361
H -6.715572 -3.346065 0.827889  0.431
F 1.586600 -3.907935 -2.621403  -0.281
C 1.417520 -4.287094 -3.909529  0.634
C 2.425888 -4.025286 -4.813211  -0.545
C 2.239861 -4.419212 -6.132182  -0.318
C 1.068959 -5.054760 -6.519827  -0.751
C 0.073689 -5.300824 -5.584243  -0.335
C 0.240891 -4.916886 -4.261361  -0.430
H 3.327776 -3.526730 -4.485703  0.437
H 3.021160 -4.232930 -6.857413  0.353
H 0.940307 -5.372110 -7.545068  0.392
H -0.836540 -5.803994 -5.881659  0.379
H -0.517110 -5.099753 -3.512073  0.450
F 2.679977 4.137146 2.938739  -0.327
C 2.269786 5.262008 2.312009  0.485
C 2.249471 6.445605 3.021685  -0.667
C 1.823171 7.596661 2.372879  -0.211
C 1.429459 7.546195 1.042377  -0.654
C 1.460884 6.340490 0.355516  -0.312
C 1.886338 5.181109 0.989215  -0.520
H 2.566450 6.455083 4.056272  0.500
H 1.801035 8.534733 2.911401  0.449
H 1.096034 8.446057 0.543492  0.406
H 1.149402 6.294891 -0.679609  0.382
H 1.919610 4.230215 0.474713  0.488
F 1.097916 -8.163884 -6.916679  -0.269
C 2.244536 -8.739256 -6.494222  0.379
C 2.625664 -9.946708 -7.041636  -0.585
C 3.806943 -10.523683 -6.596247  -0.305
C 4.575179 -9.896352 -5.625469  -0.588
C 4.161330 -8.682063 -5.094470  -0.438
C 2.984693 -8.087817 -5.527641  0.060
H 2.007716 -10.415778 -7.794738  0.423
H 4.126306 -11.469962 -7.012755  0.356
H 5.493762 -10.353150 -5.282972  0.370
H 4.756253 -8.190785 -4.335591  0.366
H 2.638709 -7.140886 -5.134398  0.255
F 0.986474 10.083955 4.514773  -0.290
C 0.458371 9.692323 5.696258  0.550
C 0.114821 10.659121 6.618437  -0.578
C -0.425011 10.247575 7.828696  -0.339
C -0.609837 8.897804 8.094983  -0.584
C -0.255310 7.951304 7.143855  -0.420
C 0.284586 8.343239 5.926792  -0.198
H 0.271535 11.703454 6.386873  0.423
H -0.702366 10.989018 8.566323  0.349
H -1.030505 8.584735 9.040808  0.375
H -0.399042 6.898066 7.346086  0.365
H 0.558891 7.624836 5.165631  0.326

Cartesian forces, eV/Å:
-0.067 -0.012 0.085
0.165 0.044 -0.048
-0.168 -0.090 0.092
0.059 0.431 -0.183
0.040 -0.040 0.079
0.173 -0.357 0.006
0.049 -0.018 0.056
-0.098 -0.032 -0.048
0.091 0.020 -0.157
0.010 -0.043 0.048
0.047 0.014 0.013
0.029 -0.053 0.001
-0.043 0.043 -0.008
-0.006 -0.053 -0.034
-0.037 0.036 0.033
0.007 0.149 0.000
0.028 -0.016 -0.027
-0.017 -0.030 -0.004
-0.021 -0.034 0.058
-0.070 0.128 0.044
-0.023 0.017 0.024
-0.010 -0.028 0.001
-0.008 0.011 0.011
0.008 0.002 -0.033
0.021 0.022 0.006
0.004 -0.018 -0.022
-0.053 -0.056 0.045
0.010 0.019 0.000
0.011 0.012 0.003
-0.022 -0.014 0.005
-0.013 0.033 0.014
-0.068 0.010 -0.034
-0.011 0.000 -0.010
0.001 0.002 -0.001
-0.001 0.003 -0.003
0.012 -0.008 -0.002
0.035 -0.054 0.002
-0.015 0.010 0.041
0.003 -0.021 -0.026
0.011 0.010 -0.015
0.035 0.038 0.004
-0.009 -0.013 0.000
-0.001 -0.017 -0.024
0.001 0.000 0.007
-0.006 0.011 -0.003
-0.017 0.001 0.000
0.003 -0.005 -0.001
0.000 0.008 0.006
-0.004 0.003 -0.002
0.000 -0.030 0.011
-0.005 0.013 0.013
0.029 0.013 -0.002
-0.016 -0.008 0.002
-0.010 0.004 0.007
-0.026 -0.032 -0.028
0.017 -0.001 -0.006
-0.004 -0.023 -0.022
0.003 0.001 -0.002
0.004 0.000 -0.002
-0.007 -0.005 0.005
-0.040 -0.088 -0.064
-0.021 0.092 0.052
0.013 -0.004 -0.001
0.008 -0.013 -0.005
-0.007 0.003 -0.005
0.005 0.006 0.009
0.016 -0.014 0.018
-0.003 0.006 -0.003
-0.001 -0.002 0.003
0.001 -0.001 0.001
0.002 0.001 -0.002
-0.005 -0.005 0.000
-0.002 0.045 0.011
0.002 0.002 -0.027
0.007 -0.008 0.021
-0.006 0.003 0.011
0.002 0.007 -0.009
0.001 -0.013 0.002
-0.020 -0.028 0.012
-0.001 0.000 -0.008
0.003 -0.001 0.002
0.000 0.000 0.002
-0.004 0.000 0.001
-0.003 0.018 0.004

***

Molar mass list, top to bottom, in g/mol: 776.3 646.8